1.
Here is a molecular structure, C11H23IrO3P2 in a non-equilibrium geometry from the OMol25 dataset. Energies are from wB97M-V/def2-TZVPD.

The charge is 0. The value obtained for the LUMO energy (alpha / beta) is 0.60 / -1.66 eV. Its energy relative to the best compared isomer or geometry (same formula, charge and spin) is 0.0 kcal/mol. The spin multiplicity is 5.

XYZ file:
```
40
Properties=species:S:1:pos:R:3:forces:R:3:mulliken_charge:R:1
C 3.1630 -2.2791 -0.5642 -0.326 -2.541 -0.123 -0.20
C 2.9449 -3.6966 -0.5790 -0.586 2.753 0.806 -0.79
C 1.9195 -3.8993 -1.5546 2.271 -1.291 -1.287 -0.19
C 1.9957 -2.8335 -2.5104 -0.371 2.442 1.553 -0.86
C 2.5693 -1.7376 -1.7934 -1.031 -1.844 -1.186 -0.11
Ir 1.4004 0.3214 1.1309 0.954 -2.126 1.855 0.19
P 3.1146 1.6941 0.8402 0.468 1.536 -0.182 -0.23
H 3.5915 -1.6974 0.2464 0.242 -0.168 -0.266 0.34
H 3.4049 -4.4243 0.0669 -0.445 0.025 0.386 0.45
H 1.3888 -4.8501 -1.7039 0.194 0.537 0.076 0.43
H 2.4954 -0.6826 -2.0213 0.248 -0.099 -0.298 0.46
H 1.5632 -2.8329 -3.5047 -0.225 0.219 0.349 0.49
H 3.2894 2.2801 -0.4611 0.463 0.135 0.566 0.08
H 4.3977 1.0991 1.0497 -0.289 0.459 -0.173 0.10
H 3.2015 2.8795 1.7254 0.160 -1.029 -0.922 0.08
C -0.6723 4.6368 0.1298 -0.153 0.077 0.010 -1.31
C -0.5062 3.2715 0.7883 -0.136 0.102 -0.358 0.24
O -0.8443 2.2528 -0.1900 -0.308 0.054 0.526 -0.48
P -0.4327 0.7115 0.1139 -2.479 0.121 -1.097 0.26
O -1.6305 0.0863 1.0718 0.577 0.886 -0.125 -0.08
C -2.9790 0.5342 1.3020 -0.046 -0.190 -0.632 -0.09
C -3.4385 -0.0137 2.6378 0.339 -0.081 0.064 -1.23
O -0.8161 0.1409 -1.3525 0.059 0.283 0.455 -0.53
C -1.1887 -1.1996 -1.7371 -0.092 0.033 -0.529 -0.06
C -1.2789 -2.2265 -0.6405 -0.280 -0.392 0.034 -0.95
H 0.0321 4.7812 -0.7004 -0.241 -0.198 0.156 0.31
H -0.4675 5.4274 0.8632 -0.057 -0.189 -0.065 0.39
H -1.7035 4.7809 -0.2386 0.471 -0.132 0.110 0.31
H 0.5295 3.1243 1.1233 -0.195 -0.028 -0.062 -0.04
H -1.1660 3.1900 1.6689 0.162 -0.102 -0.307 0.23
H -3.0274 1.6308 1.2851 0.046 -0.197 -0.055 0.29
H -3.6274 0.1472 0.4885 0.313 0.235 0.286 0.25
H -2.8295 0.4140 3.4456 -0.151 -0.222 -0.159 0.28
H -4.4761 0.2629 2.8003 -0.168 0.051 0.061 0.41
H -3.3659 -1.1122 2.6666 0.061 0.407 -0.022 0.29
H -2.1591 -1.1309 -2.2509 0.204 0.201 0.172 0.28
H -0.4570 -1.5123 -2.4921 -0.070 0.096 0.249 0.15
H -2.0859 -2.0024 0.0610 0.290 -0.031 -0.009 0.20
H -1.5155 -3.1956 -1.0965 0.091 0.137 -0.066 0.41
H -0.3331 -2.3401 -0.1145 0.037 0.071 0.206 0.24
```
Positions in Å, forces in eV/Å.

***

2.
Here is a molecular structure, C11H23N12Re from the OMol25 dataset. Energies are from wB97M-V/def2-TZVPD.

The charge is +1. The value obtained for the LUMO energy (alpha / beta) is -4.36 / -4.90 eV. The spin multiplicity is 2.

XYZ file:
```
47
Properties=species:S:1:pos:R:3:forces:R:3:mulliken_charge:R:1
Re 1.3835 -0.1691 -0.1349 -0.156 0.103 0.205 1.04
N 3.8139 -1.2496 2.0536 0.116 -0.090 0.058 -0.05
C 4.0170 -1.4196 0.7182 0.029 -0.010 -0.155 0.49
N 5.0680 -1.9491 0.1612 0.064 -0.025 0.239 -0.43
N 4.8338 -1.8786 -1.1753 -0.086 0.026 -0.205 -0.41
N 3.7216 -1.3319 -1.4338 0.093 0.008 -0.082 -0.41
N 3.1324 -1.0063 -0.2313 -0.159 -0.086 0.056 0.41
C 2.6916 -0.6854 2.5656 -0.354 0.080 -0.050 0.61
N 2.4384 -0.4853 3.8309 0.220 -0.109 0.020 -0.48
N 1.2163 0.0966 3.8598 -0.149 0.100 0.019 -0.61
N 0.7357 0.2554 2.6979 -0.037 -0.011 -0.063 -0.37
N 1.6532 -0.2446 1.7962 0.081 -0.059 0.046 0.32
H 4.5400 -1.5418 2.6921 0.002 0.000 -0.009 0.24
C -0.8024 2.5853 -0.5985 -0.028 -0.009 0.060 -0.93
C 0.5469 2.7105 0.1041 -0.043 -0.036 -0.015 0.90
C 1.0456 4.1550 0.0732 -0.018 -0.009 -0.043 -1.67
C 1.5973 1.7886 -0.5427 0.177 0.251 -0.145 -1.15
H -1.5408 3.2299 -0.1222 -0.014 -0.006 -0.011 0.46
H -1.1953 1.5618 -0.5661 0.011 0.026 0.034 -0.16
H -0.7240 2.8867 -1.6464 0.010 -0.014 -0.008 0.33
H 0.4210 2.4179 1.1509 0.021 0.001 0.000 0.06
H 1.1770 4.4973 -0.9556 0.010 0.001 0.001 0.36
H 1.9991 4.2560 0.5913 -0.004 0.002 0.005 0.43
H 0.3264 4.8139 0.5599 -0.005 0.003 -0.003 0.42
H 2.6130 2.0581 -0.2170 -0.030 -0.030 0.018 0.37
H 1.6016 1.8599 -1.6460 0.020 0.032 0.014 0.58
C -1.0504 -2.3090 1.4030 0.047 -0.052 -0.065 -1.16
N -1.8880 -1.5372 0.4875 0.093 0.091 -0.029 0.20
C -3.1092 -1.0033 1.0896 -0.044 -0.034 -0.011 -1.19
C -1.4848 -1.1975 -0.7382 -0.338 -0.063 0.060 0.69
N -0.1664 -1.0617 -1.0202 0.438 -0.216 -0.020 -0.53
N -2.3766 -0.9915 -1.7164 0.104 0.028 0.080 0.10
C -3.6538 -1.7008 -1.7812 -0.024 0.012 0.031 -1.18
C -2.0355 -0.2247 -2.9117 0.008 -0.005 -0.038 -1.13
H -1.6797 -3.0578 1.8833 -0.002 0.012 0.012 0.38
H -0.6171 -1.6661 2.1665 0.004 0.002 0.044 0.35
H -0.2689 -2.8268 0.8515 0.004 0.029 0.011 0.38
H -2.8397 -0.5410 2.0398 0.005 -0.001 -0.004 0.39
H -3.8363 -1.7929 1.2797 -0.001 -0.004 -0.016 0.37
H -3.5511 -0.2463 0.4499 -0.001 0.014 -0.038 0.39
H 0.0625 -1.3274 -1.9770 -0.065 0.063 -0.048 0.31
H -3.6998 -2.4676 -1.0157 0.005 -0.014 0.030 0.39
H -3.7281 -2.1826 -2.7562 0.002 0.013 -0.001 0.40
H -4.4936 -1.0157 -1.6658 0.004 0.004 0.019 0.38
H -1.2766 0.5186 -2.6822 -0.008 -0.009 -0.013 0.35
H -2.9303 0.2933 -3.2521 -0.001 -0.002 0.001 0.37
H -1.6874 -0.8733 -3.7192 0.000 -0.007 0.006 0.38
```
Positions in Å, forces in eV/Å.

***

3.
Here is 2 unconnected molecules or ions with the total composition C11H23N2 in a non-equilibrium geometry from the OMol25 dataset. Energies are from wB97M-V/def2-TZVPD.

The charge is +1. The value obtained for the LUMO energy (alpha / beta) is -3.18 / -3.18 eV. Its energy relative to the best compared isomer or geometry (same formula, charge and spin) is 145.1 kcal/mol. The spin multiplicity is 1.

XYZ file:
```
36
Properties=species:S:1:pos:R:3:forces:R:3:mulliken_charge:R:1
C -0.0874 0.9769 -1.0214 0.573 -1.798 2.025 -0.25
C -0.8990 1.8553 -1.5098 1.456 1.533 -0.388 0.68
C 1.9999 0.7096 0.0991 1.000 0.477 -1.800 -0.73
C -0.6270 -0.9888 0.7619 0.281 -0.626 -3.677 0.94
C -0.2913 3.1081 -2.2110 -0.696 -2.578 -0.533 -1.28
C -2.3603 1.8889 -1.3959 -0.329 -2.164 -1.216 -1.35
C -1.6474 -1.4620 -0.3222 2.999 -1.301 0.848 -1.51
C -1.1411 -0.2639 1.8947 2.062 1.436 1.782 -1.41
C 1.1480 -2.8336 2.6835 3.852 -0.930 -0.914 -1.36
C 1.9242 0.5277 -2.2662 -0.128 1.583 -0.751 -1.19
C 1.3936 -1.5721 1.8849 3.373 0.620 2.258 -0.30
N 1.2556 0.8629 -0.9774 -0.486 -1.648 -1.308 0.37
N 0.6060 -1.4488 0.6850 -0.914 -0.278 0.393 0.15
H 3.0750 0.6837 -0.0434 -0.202 -0.287 -0.045 0.35
H 1.6408 1.0437 1.0079 -0.957 0.384 1.707 0.49
H -1.0312 3.2765 -2.9536 -0.585 0.896 -0.842 0.41
H -0.3435 3.8798 -1.4801 0.888 1.031 0.133 0.34
H 0.5988 2.8233 -2.8267 -0.238 0.909 1.332 0.28
H -2.9098 0.9119 -1.4065 0.666 0.750 -0.697 0.25
H -2.7238 2.3014 -0.5273 -0.395 1.382 2.307 0.33
H -2.5990 2.5624 -2.1736 -1.471 0.255 -0.950 0.41
H -2.4406 -0.8105 -0.2999 -2.042 1.152 0.007 0.34
H -1.9151 -2.5048 -0.1013 -0.306 0.277 0.145 0.44
H -1.2039 -1.4488 -1.3197 0.021 0.039 0.221 0.42
H -1.5495 0.6454 1.5375 -0.905 0.783 -0.441 0.33
H -0.3651 0.0977 2.6651 -1.418 -0.937 -1.134 0.38
H -1.8930 -0.8727 2.3168 -1.016 -0.493 0.934 0.43
H 1.4866 -3.7648 2.1327 -0.039 1.010 0.749 0.33
H 1.6767 -2.7180 3.6674 -0.701 -0.444 -0.917 0.36
H 0.1543 -2.9243 2.7433 -3.938 -0.557 1.081 0.40
H 1.5381 1.0345 -3.1471 -0.857 0.088 0.439 0.27
H 2.8176 1.0148 -2.1134 2.388 1.118 -0.011 0.53
H 2.2441 -0.4092 -2.6445 -0.637 -1.825 0.818 0.35
H 2.5381 -1.5742 1.6538 -2.156 0.570 0.135 0.36
H 1.1553 -0.7676 2.7008 0.766 -0.978 -2.348 0.14
H 0.8019 -2.0806 -0.1070 0.089 0.550 0.657 0.30
```
Positions in Å, forces in eV/Å.

***

4.
Here is a molecular structure, C11H23N3O16S2 in a non-equilibrium geometry from the OMol25 dataset. Energies are from wB97M-V/def2-TZVPD.

The charge is 0. The value obtained for the LUMO energy is -0.40 eV. Its energy relative to the best compared isomer or geometry (same formula, charge and spin) is 0.0 kcal/mol. The spin multiplicity is 1.

XYZ file:
```
55
Properties=species:S:1:pos:R:3:forces:R:3:mulliken_charge:R:1
C -3.3879 -0.0495 -5.3973 0.133 0.164 0.034 -0.66
N -2.2148 -0.5694 -4.6342 0.175 -0.103 0.049 0.85
O -2.4203 -1.4342 -3.7997 0.037 0.341 -0.191 -0.45
O -1.1179 -0.1098 -4.9000 -0.359 -0.118 0.153 -0.54
H -4.2179 0.0812 -4.7130 -0.009 -0.076 0.042 0.20
H -3.6384 -0.7898 -6.1507 0.011 -0.054 0.005 0.29
H -3.0843 0.8898 -5.8439 -0.010 -0.039 -0.074 0.31
C 4.1837 -1.2046 -0.7033 0.177 0.385 -0.864 -0.39
N 4.8460 0.1207 -0.9271 -0.152 -0.144 0.108 0.92
O 4.1081 1.0749 -1.0834 -0.008 0.033 0.026 -0.55
O 6.0541 0.1622 -0.9348 0.118 0.054 -0.005 -0.55
H 3.6433 -1.1365 0.2313 0.020 -0.237 0.071 0.04
H 4.9481 -1.9656 -0.7885 0.024 -0.065 0.447 0.32
H 3.4994 -1.3093 -1.5423 -0.222 -0.043 0.207 0.23
C -4.7774 -1.6117 -1.8059 0.270 0.627 -0.297 -0.65
N -5.7456 -1.0317 -2.7840 -0.055 -0.306 -0.103 0.91
O -6.0197 -1.6941 -3.7674 0.054 0.121 0.079 -0.51
O -6.1969 0.0664 -2.5374 0.057 0.036 -0.005 -0.54
H -4.0133 -0.8479 -1.6777 -0.091 0.012 0.158 0.12
H -4.3169 -2.4766 -2.2609 -0.255 -0.290 0.201 0.32
H -5.3157 -1.7479 -0.8755 0.032 -0.272 0.022 0.35
O 1.7032 -0.7701 6.6372 0.133 0.044 -0.111 -0.58
C 2.2597 -1.3092 5.7257 -0.262 -0.053 0.207 0.45
O 1.6108 -1.6428 4.5862 -0.038 0.039 0.074 -0.35
C 2.5033 -2.1978 3.6141 0.102 0.093 0.023 0.00
C 3.7876 -2.5715 4.3601 0.477 -0.335 -0.318 -0.52
C 3.6910 -1.7917 5.6676 0.371 -0.086 -0.261 -0.33
H 2.6967 -1.4208 2.8733 -0.067 -0.076 -0.096 0.00
H 2.0058 -3.0334 3.1318 -0.030 0.002 -0.018 0.25
H 4.6544 -2.2956 3.7563 -0.024 0.211 0.132 0.28
H 3.9219 -3.6447 4.5030 -0.443 0.001 0.172 0.27
H 4.4028 -0.9665 5.6587 -0.258 0.215 0.204 0.24
H 3.8846 -2.3745 6.5648 0.031 -0.053 -0.012 0.26
C 0.1347 4.4367 0.1537 -0.001 0.105 0.043 -0.28
C -0.6403 5.7338 0.4221 0.108 -0.139 0.331 -0.40
O -2.0142 5.3318 0.4999 -0.133 -0.068 -0.351 -0.32
S -2.0892 3.9143 1.2147 0.085 0.209 -0.417 1.13
O -3.1423 3.1567 0.6661 -0.316 -0.267 -0.475 -0.53
O -2.0026 4.0828 2.6072 0.243 0.187 1.049 -0.55
O -0.6983 3.3783 0.6577 0.127 -0.159 -0.127 -0.23
H 1.0834 4.4192 0.6831 0.022 -0.035 0.008 0.28
H 0.2990 4.2583 -0.9064 -0.066 -0.035 -0.029 0.29
H -0.5379 6.4548 -0.3804 -0.085 0.056 -0.010 0.30
H -0.3593 6.1695 1.3809 0.060 0.088 -0.059 0.30
C -0.9018 -0.1916 -0.4041 -0.495 0.123 -0.516 0.32
C 0.1406 -0.4398 -1.5081 -0.185 0.326 0.784 -0.21
O 0.1515 -1.8680 -1.6110 0.258 -0.275 -0.353 -0.30
S 0.1515 -2.4342 -0.1381 0.039 1.159 0.092 1.02
O 1.4216 -2.1790 0.4491 0.395 -0.081 0.220 -0.42
O -0.3965 -3.7228 -0.1207 -0.468 -0.792 0.011 -0.56
O -0.8777 -1.3599 0.4393 0.133 -0.247 -0.032 -0.32
H -1.8984 -0.1372 -0.8454 -0.009 0.002 0.148 -0.15
H -0.7197 0.7022 0.1851 0.131 -0.058 0.074 0.16
H 1.1044 -0.0660 -1.1561 0.157 -0.130 -0.379 0.15
H -0.1460 -0.0379 -2.4718 0.061 0.003 -0.070 0.32
```
Positions in Å, forces in eV/Å.

***

5.
Here is a single C11H23N5O3 molecule in a non-equilibrium geometry from the OMol25 dataset. Energies are from wB97M-V/def2-TZVPD.

The charge is 0. The value obtained for the LUMO energy is 0.59 eV. Its energy relative to the best compared isomer or geometry (same formula, charge and spin) is 13.5 kcal/mol. The spin multiplicity is 1. The SMILES is [H]/N=C(/N)NCCC[C@H](NC(=O)[C@@H](N)C(C)C)C(=O)O.

XYZ file:
```
42
Properties=species:S:1:pos:R:3:forces:R:3:mulliken_charge:R:1
C 2.9726 0.6231 0.2516 0.855 0.967 -0.309 0.13
C 1.6219 0.6178 -0.5311 1.064 -0.329 0.753 -0.16
C 3.4764 -0.8209 0.5459 -0.307 1.215 0.668 0.49
C 2.2611 -1.6205 1.1040 0.271 0.054 -1.709 -1.12
C 4.0680 -1.3480 -0.7325 0.621 -1.209 -0.437 -1.36
C -0.5054 1.7384 -0.7034 -0.918 0.825 0.254 0.12
C -0.9970 3.1072 -0.1054 0.448 0.271 1.155 0.28
C -1.6517 0.7424 -0.6570 -0.527 -0.839 0.464 -0.99
C -1.3734 -0.6208 -1.3548 0.395 0.426 -0.686 0.42
C -2.5694 -1.5742 -1.3909 -1.607 2.409 0.736 -1.23
C -3.5886 -1.1150 0.9625 2.195 -0.785 0.164 0.27
H 3.8374 1.8613 1.6536 0.161 0.298 -0.343 0.29
H 2.7499 0.9410 2.2844 -0.399 -0.271 0.030 0.24
H 3.7253 1.1103 -0.4627 -1.080 -0.577 0.844 0.39
H 4.3249 -0.6718 1.2934 -1.180 -0.479 -0.579 0.24
H 1.5058 -1.6728 0.2463 0.880 -0.057 1.294 0.10
H 1.8083 -1.0851 1.9455 0.039 -0.430 0.008 0.35
H 2.5662 -2.6483 1.3316 -0.240 0.255 0.330 0.48
H 5.0015 -0.8097 -0.9532 -0.138 -0.203 0.071 0.38
H 3.4050 -1.1876 -1.5884 0.042 -0.230 0.292 0.23
H 4.3084 -2.4347 -0.6400 -0.107 0.703 -0.176 0.37
H 0.8086 1.7952 0.9181 0.427 0.362 0.110 0.38
H -0.2184 1.8473 -1.7397 0.165 0.427 -0.446 0.61
H -2.5448 1.1596 -1.1292 0.244 0.059 -0.028 0.38
H -1.9093 0.6686 0.4154 0.035 -0.456 -0.422 0.34
H -0.9942 -0.3866 -2.3834 -0.478 -0.270 0.624 0.24
H -0.5587 -1.2120 -0.9253 0.046 0.422 0.296 -0.17
H -2.3508 -2.4280 -1.9824 0.209 -0.950 -0.294 0.50
H -3.4864 -1.1128 -1.8376 0.870 -0.103 -0.043 0.35
H -2.3899 -2.7077 0.3055 -0.011 0.054 0.591 0.25
H -2.6317 -1.7945 2.4464 -0.252 0.692 0.070 0.22
H -4.7547 0.4550 1.1901 -0.121 -0.442 -0.531 0.24
H -5.0604 -0.4452 -0.2919 0.573 0.389 0.810 0.22
H -2.5440 4.2701 -0.2585 0.652 -1.416 -0.209 0.36
N 2.9174 1.4961 1.4541 -0.002 -0.435 -0.180 -0.76
N 0.6381 1.3430 0.0386 0.465 -0.415 -0.231 -0.10
N -2.9735 -1.9691 -0.0420 -0.991 0.055 1.339 -0.22
N -3.3245 -1.0535 2.2400 0.230 -1.594 -1.525 -0.75
N -4.4116 -0.1690 0.4591 -1.356 0.573 -1.022 -0.35
O 1.5096 -0.0446 -1.5553 -0.201 0.837 -0.024 -0.65
O -0.4188 3.7967 0.7359 -1.108 -1.505 -2.019 -0.60
O -2.2493 3.3594 -0.5574 0.137 1.701 0.312 -0.42
```
Positions in Å, forces in eV/Å.

***

6.
Here is a molecular structure, C11H23P2Sm in a non-equilibrium geometry from the OMol25 dataset. Energies are from wB97M-V/def2-TZVPD.

The charge is 0. The value obtained for the LUMO energy (alpha / beta) is -0.32 / -0.29 eV. The spin multiplicity is 6.

XYZ file:
```
37
Properties=species:S:1:pos:R:3:forces:R:3:mulliken_charge:R:1
C 1.8019 0.3330 -1.0397 -0.036 0.088 1.309 -0.22
C 1.7327 0.0848 -2.3856 0.559 0.162 -1.133 -0.68
C 0.5698 -0.0685 -3.2121 0.310 -0.148 0.959 -0.59
C -0.7732 0.1637 -2.7866 0.056 0.009 -1.527 -0.40
C -1.2893 0.4153 -1.5407 -0.531 0.580 1.146 -0.33
Sm 0.0739 -0.8924 -0.3880 0.510 0.549 -0.728 0.50
P 1.2951 0.4978 2.0222 0.461 0.150 0.080 -0.02
H 2.7557 0.7011 -0.6213 -0.234 -0.268 -0.430 0.16
H 2.7022 0.0694 -2.9228 -0.558 0.015 -0.111 0.28
H 0.7662 -0.1423 -4.2859 -0.255 -0.384 0.407 0.33
H -2.2964 0.8799 -1.5353 0.355 -0.483 -0.200 0.35
H -1.4861 0.1741 -3.6282 0.270 0.106 0.109 0.28
H 0.7916 1.5951 2.7745 -0.023 -0.236 -0.151 0.09
H 2.6365 0.9774 1.9761 -0.322 -0.133 0.009 0.06
H 1.4842 -0.3442 3.1477 0.038 0.137 0.121 0.05
C -2.1210 0.1209 4.5785 -0.036 0.045 0.142 -1.27
C -2.7100 -0.7282 3.4508 -0.253 -0.547 0.383 -0.72
P -2.0239 -0.4281 1.7876 -0.664 0.833 -0.379 0.45
C -3.0066 -1.5545 0.6976 -0.083 -0.114 0.278 -0.47
C -4.4608 -1.8278 1.0621 -0.209 -0.329 -0.300 -1.33
C -2.7171 1.2729 1.4622 0.437 -0.147 -0.086 -0.23
C -4.1618 1.5954 1.8262 -0.183 0.309 0.004 -1.26
H -1.0308 0.0474 4.6264 -0.079 -0.030 -0.036 0.27
H -2.5228 -0.2243 5.5409 0.130 0.117 -0.211 0.38
H -2.3774 1.1809 4.4835 0.020 -0.128 -0.088 0.29
H -2.5413 -1.7903 3.6821 -0.079 0.157 -0.039 0.47
H -3.8017 -0.5842 3.4060 0.364 -0.100 0.052 0.36
H -2.9313 -1.1467 -0.3246 0.076 -0.134 0.309 0.33
H -2.4544 -2.5129 0.7224 -0.180 0.204 -0.133 0.36
H -5.1038 -0.9558 0.9249 0.142 -0.120 0.058 0.23
H -4.8237 -2.6134 0.3910 -0.155 0.091 0.132 0.41
H -4.5776 -2.1936 2.0850 0.021 0.055 -0.104 0.28
H -2.0446 1.9533 2.0125 -0.144 -0.150 -0.237 0.33
H -2.5495 1.4613 0.3929 0.108 0.005 0.377 0.32
H -4.4092 1.4038 2.8768 0.074 -0.025 -0.182 0.28
H -4.3033 2.6722 1.6608 -0.112 -0.229 0.047 0.42
H -4.8899 1.0732 1.1955 0.206 0.096 0.152 0.22
```
Positions in Å, forces in eV/Å.